[1]
{"formula": "C7H8N4", "method": "ωB97M-V/def2-TZVPD", "mol_weight_g_mol": 148.2, "spin_multiplicity": 1, "e_tot_ha": -490.500750, "smiles": "Nc1ccc(N)c2[nH]ncc12", "orbital_gap_ev": 8.89, "de_lowest_kcal_mol": 45.5, "charge": 0, "elements": ["H", "C", "N", "N", "H", "H", "H", "C", "N", "C", "H", "H", "H", "C", "N", "C", "C", "C", "H"], "positions_angstrom": [[-3.274, 0.731, -0.022], [-0.704, -0.572, 0.760], [2.513, -0.218, -1.207], [0.589, -1.855, 2.217], [-2.597, 2.085, 0.535], [0.752, 1.054, -2.557], [-1.334, -1.462, 2.767], [1.097, -0.031, -0.830], [-2.613, 0.948, 0.713], [-0.952, 1.127, -1.001], [3.244, 0.486, -0.899], [-1.746, 1.750, -1.516], [2.269, -1.741, 1.153], [-0.645, -1.334, 1.981], [1.337, -1.252, 1.269], [0.290, 0.737, -1.603], [0.621, -0.616, 0.320], [-1.421, 0.542, 0.159], [2.575, -0.380, -2.239]]}

=====

[2]
{"formula": "C7H8NO3S", "method": "ωB97M-V/def2-TZVPD", "mol_weight_g_mol": 186.2, "spin_multiplicity": 1, "e_tot_ha": -950.234644, "orbital_gap_ev": 7.00, "de_lowest_kcal_mol": 0.0, "charge": -1, "elements": ["O", "C", "O", "C", "H", "H", "S", "H", "N", "C", "H", "C", "H", "O", "H", "H", "C", "C", "C", "H"], "positions_angstrom": [[3.506, -0.268, 0.927], [-1.932, 1.634, -0.251], [1.407, -0.143, -1.650], [-0.708, 1.170, -0.550], [-2.824, -0.859, 1.852], [-0.139, 1.533, -1.351], [2.280, 0.548, 0.823], [1.085, -2.445, 0.789], [-1.047, -0.690, 0.902], [0.990, -0.595, -0.435], [-2.470, 2.476, -0.744], [1.341, -2.049, -0.135], [2.346, -2.177, -0.284], [2.486, 1.673, -0.266], [-3.784, 1.267, 0.834], [1.920, 0.679, -1.477], [-2.746, 1.001, 0.661], [-2.215, -0.188, 1.251], [-0.312, -0.048, 0.011], [0.815, -2.520, -0.906]]}

=====

[3]
{"formula": "C7H8NOS2", "method": "ωB97M-V/def2-TZVPD", "mol_weight_g_mol": 186.3, "spin_multiplicity": 1, "e_tot_ha": -1197.832674, "orbital_gap_ev": 6.16, "de_lowest_kcal_mol": 49.7, "charge": -1, "elements": ["O", "H", "H", "H", "C", "C", "N", "S", "C", "C", "H", "S", "H", "C", "H", "C", "H", "H", "C"], "positions_angstrom": [[1.451, 2.423, 0.253], [-3.796, 0.500, -0.568], [-0.499, 0.627, 0.931], [-1.892, -2.432, 1.008], [-0.212, -0.293, 0.520], [1.397, -0.089, 0.088], [3.408, 1.081, 0.144], [5.446, -0.474, -0.237], [2.011, 1.124, 0.133], [-2.689, 0.354, -0.982], [2.271, 2.925, 0.018], [2.513, -1.404, -0.160], [-0.145, -0.915, 1.404], [-2.490, -1.775, 0.443], [-2.875, -0.190, -2.055], [3.852, -0.105, -0.066], [-2.113, 1.288, -1.192], [-3.608, -2.018, 0.341], [-2.030, -0.626, -0.021]]}

=====

[4]
{"formula": "C7H8O", "method": "ωB97M-V/def2-TZVPD", "mol_weight_g_mol": 108.1, "spin_multiplicity": 1, "e_tot_ha": -346.516657, "smiles": "C=C1C=CO[C@H]2C[C@H]12", "orbital_gap_ev": 9.19, "de_lowest_kcal_mol": 162.4, "charge": 0, "elements": ["H", "C", "H", "H", "C", "O", "C", "C", "H", "C", "C", "H", "H", "H", "C", "H"], "positions_angstrom": [[1.897, 1.959, -0.556], [0.533, -0.415, 0.473], [0.517, -1.280, -0.074], [1.393, 0.211, 2.731], [0.452, 0.530, -0.739], [-1.762, -0.983, 0.690], [1.007, 1.649, -1.124], [0.897, -0.563, 1.877], [1.094, -1.548, 2.087], [-0.521, -0.180, 1.245], [-0.740, 0.004, -1.362], [0.701, 2.121, -1.893], [-0.897, 0.169, -2.469], [-2.207, -1.784, -1.367], [-1.680, -0.834, -0.773], [-0.684, 0.946, 1.252]]}